The following is a DFT calculation (the ωB97M-V functional and the def2-TZVPD basis) of a structure of composition C29H42N3O4SbSe2Si3Te2Ti at a distorted geometry.

Properties
ΔE to the lowest compared entry with this formula, charge and spin	314.20	kJ/mol
HOMO-LUMO gap (alpha / beta)	0.1573 / 0.1489	Eh
E_LUMO (alpha / beta)	3.8755 / 3.4139	eV
⟨S²⟩	2.033

The geometry in ORCA input format:
```
! wB97M-V def2-TZVPD RIJCOSX def2/J DEFGRID3
* xyz -2 3
Ti -0.4571 0.2830 0.4128
O -3.2013 1.3389 -2.4316
C -2.2333 1.3275 -1.4602
O -1.8594 0.1720 -0.9530
C -1.6382 2.4712 -0.9839
C -1.7241 3.8258 -1.4243
C -0.8929 4.7492 -0.8569
C 0.0297 4.3841 0.1703
C 0.0724 3.0786 0.5801
N -0.7464 2.1441 0.0373
C 0.9783 2.4170 1.5653
O 1.7713 2.9886 2.2917
O 0.7805 1.1189 1.5486
H -3.2531 0.4425 -2.7785
H -2.4151 4.0786 -2.2171
H -0.9168 5.7715 -1.2168
H 0.7063 5.0997 0.6156
C -3.4898 -3.3301 1.7615
Sb -1.9016 -2.3163 0.7020
C -1.8681 -0.4727 1.9212
C -1.3519 -0.5624 3.2838
C -1.1091 0.6162 4.0312
C -0.5783 0.5461 5.2960
C -0.2959 -0.7044 5.8415
C -0.6150 -1.8117 5.0820
N -1.1455 -1.7655 3.8625
Si -3.4765 0.4617 1.8813
C -3.4398 2.3678 1.8932
C -4.6717 -0.0317 0.4755
C -4.4488 0.0835 3.4871
C -0.2893 -4.0527 0.6735
C 1.0083 -3.5647 1.2498
C 2.1740 -4.3396 1.1889
C 3.3371 -3.8847 1.7770
C 3.3231 -2.6823 2.4638
C 2.1446 -1.9633 2.4710
N 1.0324 -2.3772 1.8601
Si -0.7770 -5.5230 1.7650
C -0.7253 -5.0480 3.5905
C -2.4499 -6.3586 1.4110
C 0.4620 -6.9734 1.6486
Si -0.2341 -4.4569 -1.2187
C 1.2112 -5.5722 -1.7373
C -1.8640 -5.3740 -1.5964
C -0.2164 -3.0758 -2.5121
H -4.2792 -2.6151 1.9882
H -3.1508 -3.8060 2.6794
H -3.9011 -4.0883 1.0953
H -1.3001 1.5787 3.5748
H -0.3721 1.4506 5.8563
H 0.1573 -0.8112 6.8188
H -0.4352 -2.8071 5.4804
H -2.8607 2.7969 1.0763
H -3.0264 2.7510 2.8299
H -4.4623 2.7487 1.8081
H -4.1843 -0.6119 -0.3104
H -5.1031 0.8571 0.0116
H -5.4899 -0.6390 0.8726
H -3.9587 0.5278 4.3566
H -4.5207 -0.9930 3.6662
H -5.4647 0.4860 3.4337
H 2.1608 -5.2761 0.6522
H 4.2497 -4.4594 1.6823
H 4.2102 -2.2896 2.9406
H 2.0911 -0.9948 2.9522
H -1.3238 -4.1591 3.7890
H 0.3032 -4.8184 3.8788
H -1.0829 -5.8618 4.2274
H -3.1713 -5.6999 0.9325
H -2.8905 -6.7008 2.3508
H -2.3200 -7.2329 0.7706
H 1.3750 -6.7621 2.2074
H 0.7432 -7.2026 0.6198
H 0.0094 -7.8728 2.0768
H 1.2742 -6.5006 -1.1655
H 2.1591 -5.0365 -1.6564
H 1.0829 -5.8378 -2.7902
H -1.9272 -6.3390 -1.0894
H -1.9436 -5.5547 -2.6706
H -2.7258 -4.7743 -1.2913
H 0.7865 -2.6804 -2.6679
H -0.8686 -2.2382 -2.2561
H -0.5435 -3.4697 -3.4797
Se 1.5958 -0.6282 -0.4866
Te 3.7972 -1.4125 -1.4081
Te 1.7932 0.5747 -4.1621
Se 0.7308 0.8392 -1.9248
*
```